No. 1
Entry from the OMol25 dataset: a molecular structure, BeCl2 (ωB97M-V with the def2-TZVPD basis set).

Geometry as XYZ:
```
3
Properties=species:S:1:pos:R:3:forces:R:3
Be 1.283170 1.353959 0.584746 -1.0 -1.4 -1.5
Cl 0.453928 0.176127 -0.671038 0.7 1.2 1.6
Cl -1.737097 -1.530086 0.086292 0.3 0.3 -0.1
```
Forces are in eV/Å.

Energy, eV: -25443.1486
Energy relative to the best compared isomer or geometry (same formula, charge and spin), kcal per mole: 100.8
Strongest force on any atom, eV/A: 2.33

***

No. 2
Entry from the OMol25 dataset: 2 unconnected molecules or ions with the total composition C3H7NO (ωB97M-V with the def2-TZVPD basis set).

Geometry as XYZ:
```
12
Properties=species:S:1:pos:R:3:forces:R:3
C 1.430061 0.948155 -0.103243 -0.2 0.1 -0.4
C 1.170298 -0.491607 0.194646 0.2 0.1 1.0
O 1.233366 -1.406963 -0.578832 0.0 0.0 -0.2
H 0.499468 1.489081 0.079621 0.0 0.0 0.1
H 1.710744 1.084321 -1.144779 0.1 0.0 0.0
H 2.183105 1.353074 0.568114 0.2 0.0 0.1
H 0.904304 -0.676972 1.277782 0.1 0.0 -0.5
C -1.812647 -0.742885 0.233044 -0.3 -0.1 -0.6
N -1.567127 0.373944 -0.291434 -1.0 1.0 0.8
H -2.093884 -1.649838 -0.306632 -0.3 0.1 -0.1
H -1.771793 -0.833247 1.313041 0.6 -0.1 0.2
H -1.885896 0.552937 -1.241328 0.6 -0.9 -0.3
```
Forces are in eV/Å.

Energy, eV: -6760.5415
Structure (SMILES): CC=O.C=N
Energy relative to the best compared isomer or geometry (same formula, charge and spin), kcal per mole: 50.9
Strongest force on any atom, eV/A: 1.61

***

No. 3
Entry from the OMol25 dataset: a molecular structure, C26H25GeN4NaS (ωB97M-V with the def2-TZVPD basis set).

Geometry as XYZ:
```
58
Properties=species:S:1:pos:R:3:forces:R:3
Na 1.122323 -0.572238 -0.055025 0.1 -0.1 -0.1
C 3.344011 -3.793055 2.422326 0.1 -0.2 0.1
C 2.533713 -2.688538 1.822072 -0.3 0.3 0.1
N 2.580987 -2.270133 0.615435 0.2 -0.3 0.1
N 3.448537 -2.847958 -0.261707 -0.3 0.2 0.0
C 3.519466 -2.418010 -1.557337 0.1 0.1 -0.1
N 4.429647 -3.069930 -2.296072 0.0 -0.1 0.1
S 2.619296 -1.174070 -2.222318 0.1 -0.1 0.0
C 1.554029 -1.983248 2.727551 0.3 -0.2 -0.1
C 1.500155 -2.309766 4.074876 -0.2 0.2 0.0
C 0.589075 -1.649260 4.893443 0.1 -0.1 -0.1
C -0.225708 -0.689300 4.335780 -0.1 0.1 -0.1
C -0.096203 -0.417052 2.978982 -0.1 0.1 0.0
N 0.763374 -1.043313 2.183689 0.1 -0.2 0.3
H 4.004193 -4.317250 1.735048 -0.1 0.1 0.0
H 2.684623 -4.541604 2.862757 0.0 0.0 0.0
H 3.969884 -3.403542 3.227018 0.0 0.0 0.0
H 3.998608 -3.634035 0.047960 0.1 0.0 -0.1
H 5.042729 -3.770802 -1.914329 0.0 0.0 0.0
H 4.572911 -2.776425 -3.245282 0.0 0.0 -0.1
H 2.149304 -3.057538 4.495911 0.1 -0.1 0.0
H 0.527133 -1.883822 5.946777 0.0 0.0 0.0
H -0.953048 -0.145956 4.921680 0.0 0.0 0.0
H -0.709960 0.347859 2.514770 0.0 0.0 0.0
C 0.790281 3.968538 -4.408435 0.0 0.0 0.0
C 0.263941 4.549042 -3.264560 0.0 0.0 0.0
C -0.232448 3.751709 -2.244826 0.0 0.0 0.1
C -0.206522 2.359411 -2.356213 0.0 0.3 -0.3
C 0.333886 1.789831 -3.512420 0.0 -0.1 0.0
C 0.824293 2.587114 -4.534096 0.0 0.0 0.0
Ge -0.914902 1.223984 -0.988590 0.0 0.1 -0.1
C -2.165525 -0.101559 -1.597455 -0.3 -0.3 -0.1
C -2.582185 -1.111252 -0.723235 0.0 0.0 0.1
C -3.477198 -2.088109 -1.131023 0.0 0.0 0.0
C -3.966173 -2.072908 -2.429058 0.0 0.0 0.0
C -3.561093 -1.082596 -3.310486 0.0 0.0 0.0
C -2.664244 -0.106954 -2.902265 0.0 0.0 0.0
C -1.458457 2.090203 0.641837 -0.2 0.1 0.3
C -2.719773 1.846470 1.196506 0.1 0.0 0.0
C -3.083623 2.418222 2.407571 0.0 0.0 0.0
C -2.194352 3.237639 3.086019 0.0 0.0 0.1
C -0.939428 3.489473 2.550611 0.0 0.0 0.0
C -0.574406 2.916455 1.342566 0.1 0.0 0.0
H 1.170713 4.593543 -5.205147 0.0 0.0 0.0
H 0.232030 5.626381 -3.170286 0.0 0.0 0.0
H -0.653109 4.224520 -1.365115 0.0 0.0 0.0
H 0.369197 0.711107 -3.626799 0.0 0.0 0.0
H 1.231884 2.134395 -5.428068 0.0 0.0 0.0
H -2.209046 -1.137964 0.297002 0.0 0.0 0.0
H -3.793424 -2.858289 -0.440062 0.0 0.0 0.0
H -4.664190 -2.833329 -2.752276 0.0 0.0 0.0
H -3.949163 -1.068736 -4.320396 0.0 0.0 0.0
H -2.362991 0.659742 -3.605886 0.0 0.0 0.0
H -3.430406 1.218749 0.675376 0.0 0.0 0.0
H -4.068285 2.231701 2.816282 0.0 0.0 0.0
H -2.482289 3.688017 4.026530 0.0 0.0 0.0
H -0.247003 4.133944 3.075680 0.0 0.0 0.0
H 0.414930 3.120492 0.946711 0.0 0.0 0.0
```
Forces are in eV/Å.

Energy, eV: -105090.7940
Net charge: +1
Strongest force on any atom, eV/A: 0.43
Spin multiplicity: 2